(1)
DFT (ωB97M-V with the def2-TZVPD basis set) results for 2 unconnected molecules or ions with the total composition C3H10S2.

Cartesian coordinates (Å):
C (4.10670, -0.35974, -1.46887)
C (4.28750, -1.16676, -2.72406)
S (4.65334, -2.97661, -2.17270)
H (3.33572, -0.72873, -0.79030)
H (5.03037, -0.43414, -0.90378)
H (3.78177, 0.67615, -1.59717)
H (5.04423, -0.87216, -3.43995)
H (3.38792, -1.45632, -3.25707)
H (3.90538, -3.44993, -3.16411)
C (-5.36264, 3.39424, 2.22426)
S (-5.96280, 1.86682, 3.11526)
H (-5.40338, 4.24430, 2.91163)
H (-6.09046, 3.46867, 1.42652)
H (-4.29093, 3.39302, 2.04708)
H (-4.72196, 1.88097, 3.67612)

Values from the calculation:
HOMO level ... -0.3330 Eh
Energy ... -916.6217 a.u.
HOMO-LUMO gap ... 0.36580 hartree
ΔE to the lowest compared entry with this formula, charge and spin ... 110.95 kJ/mol
Structure (SMILES) ... CCS.CS

---

(2)
DFT (ωB97M-V with the def2-TZVPD basis set) results for a molecular structure, C14H23F3HgNO3PS.

Cartesian coordinates (Å):
C (1.57191, -3.76439, -2.73512)
C (2.33493, -3.34627, -1.65143)
C (1.96858, -2.21252, -0.89494)
C (0.78512, -1.52113, -1.19349)
C (0.03322, -1.94838, -2.29405)
C (0.39678, -3.07508, -3.04864)
C (2.89033, -1.83157, 0.22963)
C (3.04538, -0.32364, 0.47312)
N (4.05171, 0.31874, -0.31533)
Hg (-0.07617, 0.14548, -0.03429)
C (-1.17178, -1.13058, -2.71193)
P (-0.76176, 0.60752, -2.31132)
H (3.24129, -3.89123, -1.37158)
H (-0.22657, -3.38152, -3.88785)
H (1.88448, -4.62080, -3.33637)
H (-2.06938, -1.39676, -2.13244)
H (-1.42011, -1.22077, -3.77497)
H (2.50491, -2.24561, 1.17507)
H (3.88962, -2.26211, 0.06871)
H (2.06391, 0.19872, 0.31721)
C (-2.16920, 1.68743, -2.57190)
C (0.54943, 1.03068, -3.48287)
H (3.30940, -0.16215, 1.53248)
C (3.89496, 0.31890, -1.75002)
C (4.50471, 1.58345, 0.22115)
H (-1.01094, 1.48211, 0.95664)
H (4.81802, 0.72366, -2.19111)
H (3.72676, -0.69938, -2.12414)
H (3.05177, 0.95759, -2.08787)
H (5.39494, 1.91098, -0.32943)
H (3.73600, 2.37464, 0.13951)
H (4.74939, 1.44883, 1.28246)
H (0.15982, 1.03225, -4.51167)
H (0.92508, 2.03327, -3.23500)
H (1.38800, 0.32375, -3.43060)
H (-2.53826, 1.64063, -3.60422)
H (-2.98383, 1.42504, -1.88454)
H (-1.84950, 2.71585, -2.35253)
H (-0.29110, 1.85242, 0.81983)
F (-3.03661, -1.04899, 3.63678)
C (-2.17207, -0.62630, 2.71328)
F (-2.47521, -1.23797, 1.51954)
F (-2.36556, 0.72095, 2.52345)
S (-0.38416, -1.00043, 3.17512)
O (0.10066, 0.23034, 3.75706)
O (-0.42832, -2.19384, 3.98733)
O (0.21694, -1.29411, 1.83119)

Values from the calculation:
HOMO level ... -0.2798 Eh
Energy ... -2020.1574 a.u.
HOMO-LUMO gap ... 0.26559 hartree

---

(3)
DFT (ωB97M-V with the def2-TZVPD basis set) results for a molecular structure, C4H7N2.

Cartesian coordinates (Å):
C (-1.84905, 0.49904, -0.32185)
C (1.15488, -0.38567, 0.08391)
C (1.62690, 0.92396, -0.28385)
C (-0.32761, -0.33896, 0.57426)
N (-1.33399, -0.82057, -0.33294)
N (-0.87743, 1.05957, 0.36762)
H (-2.80747, 0.70908, -0.78068)
H (1.32518, -1.26141, -0.64388)
H (1.73061, -0.76465, 1.03009)
H (1.91005, 1.63942, 0.43671)
H (1.75249, 0.99130, -1.31849)
H (-0.35324, -0.64186, 1.72579)
H (-1.95130, -1.60923, -0.53668)

Values from the calculation:
HOMO level (alpha / beta) ... -0.5287 / -0.5287 Eh
Energy ... -265.6863 a.u.
Charge ... +1
HOMO-LUMO gap (alpha / beta) ... 0.26140 / 0.26134 hartree
ΔE to the lowest compared entry with this formula, charge and spin ... 583.44 kJ/mol

---

> Look up the energy of the third one.

-265.6863 a.u.

---

> Which value of energy does entry 1 give?

-916.6217 a.u.

---

> Look up the energy of the second one.

-2020.1574 a.u.

---

> Which formula does entry 2 have?

C14H23F3HgNO3PS